103
Properties=species:S:1:pos:R:3:forces:R:3 method="wB97M-V/def2-TZVPD" e_tot_ha=-14520.8610
C -3.001349 -1.448620 0.784058 -0.9 0.4 0.9
C -2.283586 -0.604488 0.292243 2.5 0.7 -1.0
C -0.997985 0.177494 -0.235226 -0.9 0.1 1.0
C 0.274794 -0.756447 -0.417778 0.3 -0.6 -0.8
C -0.053171 -2.275876 -0.732453 0.7 -0.7 -0.7
C 1.334211 -2.938444 -1.216162 0.0 2.1 1.2
Br 0.983312 -4.590056 -2.295378 1.1 0.6 -0.1
C -0.703471 1.519481 0.635432 -0.5 -0.4 -0.8
C -0.411764 1.016555 2.103442 -0.7 -0.4 1.4
C -1.711702 1.077715 3.058019 0.1 0.7 -0.6
C -2.393003 2.510499 3.099728 -0.7 -0.7 0.6
I -1.052265 0.619139 5.103726 -0.4 0.2 -0.7
C 0.457133 2.384653 -0.050502 0.4 -0.6 0.8
C 0.886717 3.640425 0.879984 1.2 -0.3 -0.2
C 2.480397 3.687935 1.168198 -0.6 0.6 0.7
C 3.031858 2.492281 2.050935 0.3 -0.5 -0.3
S 4.812025 2.966675 2.389270 0.5 3.7 -2.1
O 5.401235 3.188238 1.048503 -0.6 -1.9 2.1
O 4.742935 4.264947 3.079889 0.0 -2.6 0.4
O 5.627097 1.841269 3.239412 -2.1 0.4 -0.8
C 0.189078 2.802781 -1.564800 2.7 2.3 -0.3
C 1.597686 3.388981 -2.110394 0.1 -1.3 -0.6
C 1.556029 3.785151 -3.638507 0.5 0.9 -0.2
O 1.342906 3.038329 -4.564086 -0.2 0.0 1.0
P -1.067169 4.252413 -1.759352 -3.0 1.1 0.6
O -0.254151 5.732920 -1.949277 0.4 -1.8 -0.5
O -1.866145 4.036640 -3.257731 2.8 -0.3 1.2
O -0.139776 1.705856 -2.465156 -1.7 -1.1 1.4
S -1.417869 0.818044 -1.950876 -1.2 -2.2 -2.9
O -1.497801 -0.380601 -2.890755 1.2 3.2 2.4
O -2.753076 1.521620 -2.020273 8.9 5.2 3.8
H -3.755197 -2.003710 1.405522 1.1 0.6 -1.4
H 0.988994 -0.747047 0.463890 -1.2 0.3 -0.8
H 0.867703 -0.346031 -1.295603 -0.7 -0.4 1.0
H -0.455664 -2.793463 0.183572 0.6 0.5 -0.9
H -0.776891 -2.440808 -1.579413 0.5 0.7 1.0
H 1.894300 -2.242753 -1.922940 -0.9 -1.1 0.6
H 2.005093 -3.174799 -0.328432 -0.8 -0.4 -1.5
H -1.659454 2.136720 0.541815 1.1 -0.7 0.5
H -0.069209 -0.070357 2.153761 -0.2 1.4 -0.3
H 0.380294 1.602332 2.657517 -0.8 -0.5 -0.9
H -2.465512 0.273408 2.820084 1.0 1.0 0.2
H -2.972417 2.569467 4.078393 0.7 0.1 -1.4
H -3.161566 2.611283 2.266628 1.1 0.0 0.8
H -1.647618 3.356444 3.100876 -0.7 -0.9 -0.1
H 1.385180 1.716675 -0.068537 -1.2 0.8 -0.2
H 0.387298 3.624447 1.887694 0.2 -0.1 -1.2
H 0.653761 4.633902 0.401661 -0.1 -1.1 0.5
H 3.075589 3.787735 0.216191 -0.6 -0.3 1.1
H 2.638712 4.636492 1.779929 -0.1 -1.2 -0.9
H 2.507706 2.348429 3.040039 0.5 0.2 -1.1
H 3.065959 1.536369 1.452243 -0.1 0.8 0.8
H 4.999606 1.114893 3.517015 0.6 0.3 -0.1
H 2.363657 2.547831 -2.002429 -0.8 1.1 -0.2
H 1.968796 4.264149 -1.512041 -0.6 -0.9 -0.6
H 1.798506 4.871373 -3.908346 -0.2 -1.0 0.7
H 0.497498 5.829373 -1.338418 -0.4 0.1 -0.2
H -1.236592 3.628337 -3.896929 -0.6 0.4 0.1
C -7.922236 -2.767581 0.139455 0.3 -0.1 0.4
C -6.672679 -2.671759 -0.688988 0.0 0.0 0.1
O -5.566816 -2.640199 -0.172253 0.1 0.1 0.0
C -6.840359 -2.616446 -2.179035 0.6 0.1 0.0
H -7.653344 -2.799647 1.197078 0.0 0.0 -0.1
H -8.552071 -1.894109 -0.035960 -0.2 -0.2 -0.2
H -8.465524 -3.679937 -0.113082 -0.2 0.2 -0.3
H -7.423409 -1.736204 -2.454738 -0.3 -0.3 -0.1
H -7.337121 -3.522377 -2.529633 -0.4 0.3 -0.1
H -5.857332 -2.549396 -2.651641 0.1 0.0 0.1
K -3.882398 0.146980 -2.634141 -7.6 -6.9 -3.3
C 0.456794 -2.243517 7.366139 2.1 2.6 -1.9
C -0.051120 -3.523844 6.608620 -2.6 -0.4 -1.4
O 0.178953 -3.326309 5.385227 0.4 0.2 1.5
H -0.069191 -1.350849 7.042359 -0.2 -0.5 -0.5
H 0.274775 -2.367629 8.482870 -0.7 -1.2 1.4
H 1.527589 -2.079745 7.224537 -0.1 -0.1 -0.4
H -1.098505 -3.665598 6.933636 -0.2 -0.1 0.0
H 0.465514 -4.402692 7.120878 0.3 0.6 -0.5
B 2.636613 -1.133207 4.531703 -0.1 -0.2 -0.3
F 2.004018 0.057582 4.987822 0.5 -0.4 -0.1
F 1.834495 -1.736584 3.529123 0.3 0.4 0.3
F 3.916854 -0.817378 3.984349 -0.4 0.3 0.2
F 2.799576 -2.033514 5.623914 0.1 0.3 -0.2
C 4.131494 0.997833 -8.783130 0.0 -0.1 0.0
S 4.423824 2.574410 -7.956260 0.1 0.0 0.0
O 5.883455 2.852900 -8.030813 -0.2 -0.1 0.1
C 4.072399 1.979974 -6.289333 0.0 -0.2 0.1
H 4.332600 1.125387 -9.846524 0.0 0.1 0.1
H 4.797733 0.234615 -8.377762 0.0 0.1 0.0
H 3.090634 0.700686 -8.645533 0.0 0.1 0.0
H 4.742173 1.155700 -6.038568 0.1 0.1 -0.1
H 3.033694 1.651334 -6.231482 0.0 0.1 0.0
H 4.230253 2.800570 -5.590298 0.0 0.0 -0.1
O -10.188635 -4.433356 -6.298362 0.3 0.5 1.9
V -9.969811 -4.059595 -4.628306 -0.3 -0.3 -0.8
O -9.734944 -3.679269 -2.947204 0.2 -0.2 -0.9
Al 1.091451 -5.706824 7.934199 0.8 -1.4 0.7
Br 0.477399 -1.030310 9.454207 0.1 0.5 0.9
Br 2.489808 -4.257274 -4.148787 -0.7 -0.2 1.0
O 2.804584 -6.858185 -0.949398 -0.3 0.3 -0.1
Cl 3.604186 -6.063014 -0.038734 0.9 -0.9 0.3
O 2.950093 -4.780380 0.180645 -0.2 0.1 -0.1
O 4.907449 -5.843497 -0.610161 -0.3 0.2 -0.1
O 3.735422 -6.753950 1.215488 -0.2 0.2 -0.1

91
Properties=species:S:1:pos:R:3:forces:R:3 method="wB97M-V/def2-TZVPD" e_tot_ha=-3419.0619 charge=-1
C 6.973676 1.070321 5.104863 0.7 0.4 -0.5
C 7.153735 2.072309 3.904773 -1.0 -1.1 -0.1
C 6.144793 1.730081 2.745579 0.1 1.8 1.1
C 4.932012 2.742563 2.818958 -0.1 -1.8 -1.7
N 3.703674 2.080755 2.294699 -0.1 -0.1 1.1
Al 2.794721 1.302661 3.791372 1.0 0.2 0.1
B 1.214346 2.567670 4.314913 -0.7 0.6 0.0
O 1.198107 3.899983 3.771142 -1.0 -1.1 1.4
O 0.155072 2.201838 5.207607 0.2 0.9 -1.3
P 2.159730 -0.931338 3.377279 0.3 -0.9 -0.9
O 3.622579 -1.794880 3.617401 -0.7 1.0 0.6
Cl 0.821061 -1.524174 4.920274 0.4 0.1 0.1
H 6.697167 1.586717 6.029128 0.0 -0.1 -0.2
H 6.206068 0.323619 4.885332 0.2 0.1 0.1
H 7.947592 0.586493 5.263368 -0.4 -0.2 0.2
H 6.901736 3.062733 4.298511 0.4 0.1 -0.4
H 8.178426 2.027857 3.519289 -0.1 0.2 0.3
H 6.604595 1.899113 1.760939 0.0 -0.4 0.2
H 5.777204 0.704533 2.851444 0.1 0.2 -0.1
H 5.174948 3.558471 2.115932 0.1 0.3 0.7
H 4.765320 3.085285 3.846347 0.1 0.1 -0.2
H 3.996876 1.398179 1.607244 0.0 0.0 -0.2
H 3.853147 1.262670 5.015794 0.1 0.0 0.2
H 2.086488 4.224554 3.861208 0.8 0.1 -0.7
H 0.523461 2.342402 6.076648 0.0 -0.2 0.7
H 3.685570 -2.434484 2.914580 -0.2 -0.5 -0.3
C -2.824076 -2.142218 1.522562 0.2 0.3 0.2
C -1.819316 -2.899465 0.688433 -0.6 0.5 0.3
C -1.807649 -4.379823 0.933621 -0.2 -0.3 -0.1
O -0.465428 -4.727807 0.574817 0.0 0.0 0.1
C 0.302272 -3.626014 0.788927 0.0 0.3 0.2
O 1.489101 -3.627994 0.763163 0.2 -0.1 -0.1
O -0.469534 -2.537690 1.033406 0.2 -0.5 -0.2
H -2.708311 -1.067028 1.378001 0.0 0.0 -0.1
H -3.841778 -2.424951 1.251319 0.0 0.0 0.0
H -2.676685 -2.334676 2.586907 0.0 -0.1 0.0
H -1.963588 -2.671157 -0.371792 0.1 -0.3 0.3
H -2.527395 -4.913465 0.314463 0.2 -0.1 -0.1
H -1.967163 -4.646604 1.982019 0.0 0.1 0.0
C -5.622872 -6.527774 -2.805004 0.3 -0.1 0.2
C -6.327674 -5.977645 -1.587509 0.2 -0.3 -0.6
C -6.700645 -4.522515 -1.684845 -0.3 0.2 -0.1
O -6.721709 -4.128946 -0.308824 0.1 -0.1 -0.1
C -5.859337 -4.941670 0.349997 0.1 0.1 0.0
O -5.492634 -4.771186 1.462284 0.1 0.0 0.3
O -5.464320 -5.971321 -0.442848 -0.2 0.1 0.1
H -5.287323 -7.549072 -2.621515 -0.1 0.0 0.0
H -6.286501 -6.527838 -3.670314 0.0 0.0 0.0
H -4.734932 -5.939014 -3.041007 -0.1 0.1 0.0
H -7.198928 -6.595294 -1.345250 0.0 0.1 0.0
H -7.673319 -4.363871 -2.147687 0.0 0.1 0.2
H -5.950752 -3.920873 -2.205814 0.1 -0.1 0.0
C -1.504814 5.298268 3.115324 -0.2 0.2 -0.2
C -2.433906 5.273027 4.301947 0.6 -0.1 -0.6
C -3.096702 3.945576 4.542237 0.1 -0.3 0.3
O -4.303819 4.336294 5.218951 -0.1 0.1 -0.1
C -4.604156 5.590808 4.808126 0.1 0.0 -0.1
O -5.631708 6.144911 5.032808 -0.2 0.1 0.1
O -3.578740 6.127896 4.104964 -0.2 -0.1 0.3
H -1.140640 6.311112 2.934562 0.1 0.0 0.1
H -0.650856 4.641843 3.292048 -0.1 0.2 0.0
H -2.020719 4.979855 2.205982 -0.1 -0.1 0.1
H -1.908624 5.621286 5.196801 -0.1 -0.1 0.0
H -2.498613 3.279888 5.162185 -0.1 0.0 0.1
H -3.368784 3.428829 3.618052 0.1 0.1 0.0
C 1.182803 -0.175829 -3.754303 0.1 -0.4 0.1
C -0.324086 -0.227444 -3.664762 0.8 0.2 -0.2
C -0.915516 0.684449 -2.627779 -0.1 0.4 0.0
O -2.138202 0.005203 -2.305267 0.0 -0.2 0.0
C -1.933987 -1.310344 -2.540395 0.2 0.1 -0.1
O -2.673881 -2.176962 -2.194936 -0.3 -0.1 -0.2
O -0.772900 -1.514165 -3.202745 -0.4 0.0 0.1
H 1.549231 -0.939436 -4.444010 0.0 0.1 -0.1
H 1.515706 0.799925 -4.102182 -0.1 0.0 0.0
H 1.638706 -0.380751 -2.783904 -0.1 0.0 0.0
H -0.767714 -0.052073 -4.646704 -0.1 0.0 0.1
H -1.112063 1.685030 -3.007234 -0.2 -0.1 0.0
H -0.309944 0.755009 -1.720331 0.1 -0.1 -0.1
C 3.861654 1.152166 -8.570114 0.1 0.3 0.3
C 2.581312 0.625543 -7.966315 0.7 0.1 -0.3
C 1.393089 0.658048 -8.889600 -0.2 -0.3 -0.2
O 0.302323 0.747709 -7.966168 0.1 0.1 0.0
C 0.774693 1.359336 -6.852856 0.1 0.1 0.0
O 0.098011 1.751443 -5.962305 -0.2 0.2 0.1
O 2.125658 1.462151 -6.892970 -0.3 -0.1 0.0
H 4.646602 1.200186 -7.815063 0.0 -0.1 0.0
H 4.198878 0.510504 -9.384470 0.0 0.0 0.0
H 3.725704 2.165377 -8.952048 -0.1 0.0 0.0
H 2.741797 -0.378764 -7.561523 -0.1 0.0 0.0
H 1.307897 -0.236692 -9.503573 -0.2 0.0 0.1
H 1.374742 1.540807 -9.534555 0.1 0.0 0.1

97
Properties=species:S:1:pos:R:3:forces:R:3 method="wB97M-V/def2-TZVPD" e_tot_ha=-9884.0202 charge=+1
C 6.291177 -2.715793 -1.371259 0.8 1.3 0.6
C 4.889998 -2.219417 -1.265697 -0.5 0.8 -0.8
N 4.176651 -1.841524 -2.494674 1.3 -1.4 -0.4
C 3.892569 -2.636624 -3.582303 -0.8 -1.0 -0.7
C 3.166581 -1.848916 -4.415641 -0.1 0.6 -1.6
N 3.122022 -0.579409 -3.907014 0.1 0.3 2.0
C 3.745084 -0.634992 -2.709709 -0.8 1.2 -0.8
C 2.338883 0.602669 -4.313254 0.3 0.1 0.0
H 6.620421 -2.757924 -0.325770 0.1 -0.2 -0.1
H 6.999614 -1.998255 -1.849590 -0.6 -0.8 -0.1
H 6.291337 -3.711447 -1.738678 0.5 -0.8 -0.7
H 4.853354 -1.268304 -0.785767 0.0 0.2 1.4
H 4.287280 -2.976410 -0.812697 -0.5 -0.1 0.7
H 4.079113 -3.732490 -3.703558 0.0 1.4 0.5
H 2.685247 -1.955050 -5.377765 0.3 -0.7 0.3
H 3.819673 0.191192 -2.029527 0.0 0.0 0.2
H 1.525150 0.341328 -4.965160 -0.2 -0.5 -0.3
H 2.958879 1.355878 -4.779025 0.4 -0.1 -0.4
H 1.907226 1.119765 -3.464460 0.0 -0.4 0.5
C -1.760034 1.696576 -2.740422 1.9 -0.7 -0.8
C -0.911674 2.681419 -1.944239 0.5 -0.3 -1.6
N -1.660212 3.847571 -1.638258 0.3 -1.0 1.8
C -2.062420 4.646394 -2.603030 -0.2 2.6 -2.3
C -2.632071 5.738174 -2.013519 -0.6 -0.5 -1.0
N -2.671753 5.414671 -0.695743 -0.7 2.6 2.5
C -2.045110 4.296200 -0.429916 -0.1 -0.7 -2.2
C -3.198842 6.265058 0.419562 0.2 -1.1 -0.5
H -1.179265 0.749683 -2.684495 -0.8 0.4 -0.3
H -1.852505 1.966336 -3.816971 0.2 -0.1 0.7
H -2.746280 1.587397 -2.367081 -0.8 -0.2 0.7
H -0.085851 3.054915 -2.580739 -0.1 -0.4 0.3
H -0.466364 2.299644 -1.058621 0.1 -0.6 0.9
H -1.856998 4.505680 -3.677555 0.0 -0.1 1.0
H -3.071060 6.615470 -2.487167 0.1 -0.3 0.6
H -2.085087 3.717110 0.468780 0.4 0.0 0.5
H -3.341084 5.611274 1.277546 -0.8 -0.2 -0.2
H -4.099341 6.751633 0.048595 0.1 0.1 0.5
H -2.431648 6.908795 0.805844 0.3 0.9 -0.5
C -6.081296 -0.902259 -1.351404 0.2 -1.0 -1.6
C -4.670801 -1.222225 -1.967542 -1.5 -0.5 1.9
N -3.840118 -1.942778 -1.013046 1.8 0.3 -0.6
C -4.162503 -3.069223 -0.342579 0.9 0.5 1.3
C -3.078086 -3.309970 0.467527 -0.2 -2.1 0.2
N -2.048004 -2.492316 0.115932 -0.6 1.5 -1.3
C -2.543366 -1.659426 -0.821064 -1.0 1.2 0.0
C -0.652929 -2.388161 0.524855 1.2 -2.6 -0.3
H -6.136613 -0.014033 -0.765169 0.6 0.4 0.9
H -6.570490 -1.755462 -0.862779 0.4 0.3 0.1
H -6.745541 -0.668050 -2.172651 -0.2 -0.1 -0.5
H -4.169559 -0.321193 -2.137267 0.7 1.4 -0.5
H -4.631167 -1.810888 -2.851352 -0.6 -0.4 -0.9
H -5.123250 -3.482950 -0.517814 -0.4 -0.6 0.5
H -2.887852 -4.089532 1.199972 -0.3 0.2 -0.3
H -2.171538 -0.733240 -1.316082 0.4 -1.3 0.8
H -0.205883 -3.220664 1.144080 -1.4 0.4 -0.5
H -0.476917 -1.526944 1.078433 0.1 1.8 0.7
H -0.041106 -2.447286 -0.379659 -0.2 0.5 0.1
C 3.907747 -2.148580 6.275616 -1.4 -0.9 -4.4
C 2.471403 -2.228503 5.646217 -0.3 -1.7 -0.1
N 1.844839 -0.960525 5.316581 -1.2 1.3 0.8
C 0.481229 -0.730825 5.258119 -1.7 -0.9 0.4
C 0.301860 0.627552 5.115944 -0.8 -0.8 -0.5
N 1.536056 1.172250 5.012146 0.5 -0.5 1.0
C 2.428114 0.221399 5.210734 1.6 -0.8 -0.7
C 1.814293 2.550895 4.776035 0.8 0.8 0.0
H 3.806459 -1.608396 7.119891 0.2 1.3 3.3
H 4.561504 -1.584197 5.589289 -0.1 -0.4 0.2
H 4.241219 -3.184456 6.324873 0.2 0.3 0.5
H 1.735732 -2.751965 6.341337 1.1 0.6 -0.8
H 2.465438 -2.800769 4.690517 0.2 0.2 0.7
H -0.274746 -1.586971 5.385056 1.4 1.7 -0.3
H -0.536624 1.313539 5.016098 -0.1 -0.8 0.0
H 3.504971 0.269211 5.177675 -0.1 0.6 0.0
H 2.865769 2.741780 4.957954 0.2 -0.1 -0.2
H 1.275177 3.223927 5.412121 -0.6 0.0 0.6
H 1.571181 2.791865 3.767646 0.0 0.1 -0.8
As -3.382956 1.368241 1.672810 1.2 -2.9 0.2
F -2.113558 2.520335 1.697298 1.3 1.4 0.4
F -2.170288 0.317402 1.021749 0.1 -0.9 0.4
F -4.583268 0.120292 1.613863 0.2 0.1 -0.1
F -4.414098 2.514665 2.213770 -2.5 2.4 0.7
F -3.682898 1.800005 0.043914 -0.6 0.5 -1.4
F -3.031099 1.017788 3.329641 0.4 -0.7 0.1
As -0.675935 -2.646391 -4.115239 -0.2 -1.3 2.0
F -1.102254 -0.991714 -3.853296 -0.3 0.6 -0.2
F -1.978793 -3.157084 -3.002372 0.6 0.4 -0.3
F -0.182561 -4.304627 -4.210489 0.0 0.3 -0.2
F 0.593626 -2.177933 -5.190313 0.0 0.2 -0.3
F 0.385295 -2.422744 -2.736882 0.2 -0.2 0.0
F -1.781802 -2.759144 -5.375057 -0.6 -0.1 -1.1
As 2.397883 -0.073564 1.151959 -0.3 0.5 0.4
F 2.153660 -1.368823 0.051407 -0.2 -0.4 -0.4
F 3.128433 0.813873 -0.166716 -0.4 0.5 0.2
F 2.665516 1.256412 2.284812 -0.1 -0.6 -0.5
F 1.744487 -1.073952 2.430117 0.0 0.3 0.0
F 3.990526 -0.684899 1.494593 -0.1 0.0 0.3
F 0.782823 0.572954 0.827166 1.1 -0.3 0.0

Highest occupied orbital energy list, top to bottom, in eV: -5.67; -3.87; -11.23